[1]
{
  "formula": "C35H38FN3O3ScSi",
  "method": "wB97M-V/def2-TZVPD",
  "total_charge": 1,
  "lumo_energy_ev": [-2.91, -3.11],
  "symbols": ["C", "C", "C", "H", "C", "C", "H", "H", "H", "H", "Sc", "C", "H", "H", "H", "Si", "C", "C", "H", "C", "H", "C", "H", "C", "H", "C", "H", "C", "C", "H", "C", "H", "C", "H", "C", "H", "C", "H", "H", "H", "F", "C", "C", "C", "C", "O", "C", "C", "N", "C", "C", "C", "C", "C", "C", "N", "C", "C", "N", "C", "C", "C", "O", "O", "H", "H", "H", "H", "H", "H", "H", "H", "H", "H", "H", "H", "H", "H", "H", "H", "H", "H"],
  "positions_angstrom": [[-1.156, -2.389, 0.519], [-2.339, -2.516, -0.292], [-1.912, -2.871, -1.616], [-3.372, -2.348, 0.026], [-0.495, -2.893, -1.659], [-0.016, -2.658, -0.336], [1.042, -2.724, -0.053], [-1.135, -2.162, 1.589], [-2.535, -3.148, -2.466], [0.101, -3.077, -2.558], [-1.110, -0.633, -0.928], [-0.540, 1.924, -4.499], [-0.571, 0.836, -4.441], [0.488, 2.348, -4.501], [-0.991, 2.203, -3.542], [-4.118, -1.320, -3.775], [-5.527, -0.135, -3.845], [-6.827, -0.273, -3.256], [-6.941, -0.922, -2.373], [-7.908, 0.409, -3.840], [-8.929, 0.234, -3.459], [-7.708, 1.361, -4.861], [-8.541, 1.927, -5.285], [-6.390, 1.666, -5.275], [-6.168, 2.497, -5.971], [-5.293, 0.928, -4.748], [-4.258, 1.171, -5.058], [-3.644, -2.230, -5.386], [-4.572, -2.379, -6.442], [-5.363, -1.645, -6.569], [-4.414, -3.400, -7.401], [-5.162, -3.560, -8.181], [-3.251, -4.173, -7.442], [-3.149, -5.004, -8.168], [-2.192, -3.782, -6.607], [-1.214, -4.233, -6.784], [-2.363, -2.794, -5.620], [-1.493, -2.431, -5.085], [-4.411, -2.310, -2.717], [-1.072, 2.308, -5.352], [5.449, 0.015, 1.119], [4.310, 0.445, 1.775], [3.138, 0.441, 1.049], [1.951, 0.944, 1.640], [0.670, 0.836, 0.987], [0.545, 0.081, -0.066], [-0.451, 1.541, 1.547], [-0.278, 2.179, 2.753], [0.839, 2.021, 3.510], [0.829, 2.365, 4.871], [-0.494, 2.449, 5.581], [0.424, 1.315, 5.903], [2.002, 1.476, 2.960], [3.199, 1.411, 3.706], [4.390, 0.858, 3.135], [5.549, 0.717, 3.918], [5.380, 0.171, 5.275], [6.397, 0.804, 6.218], [7.731, 0.568, 5.610], [7.892, 1.175, 4.282], [6.871, 0.517, 3.375], [-1.805, 1.726, 0.875], [-2.598, 2.497, 1.413], [-2.011, 1.045, -0.224], [3.097, 0.088, 0.019], [-1.028, 2.831, 3.167], [1.633, 3.027, 5.193], [-0.589, 3.222, 6.343], [-1.406, 2.213, 5.021], [0.182, 0.313, 5.533], [0.938, 1.348, 6.867], [3.195, 1.794, 4.737], [5.552, -0.927, 5.244], [4.338, 0.326, 5.599], [6.271, 1.878, 6.313], [6.399, 0.354, 7.204], [8.441, 0.957, 6.247], [7.847, -0.434, 5.506], [8.907, 0.983, 3.970], [7.749, 2.241, 4.390], [7.082, -0.563, 3.319], [6.914, 0.945, 2.372]],
  "lowdin_charge": [-0.17, -0.17, -0.20, 0.12, -0.16, -0.15, 0.13, 0.13, 0.05, 0.12, 1.13, -0.04, 0.00, 0.04, 0.01, 0.84, -0.37, -0.08, 0.11, -0.09, 0.11, -0.08, 0.10, -0.07, 0.11, -0.13, 0.10, -0.32, -0.09, 0.10, -0.08, 0.11, -0.08, 0.11, -0.09, 0.10, -0.12, 0.09, -0.04, 0.01, 0.02, -0.19, 0.05, -0.07, -0.28, -0.16, -0.03, 0.01, -0.01, -0.28, -0.09, -0.09, -0.11, 0.04, -0.16, -0.11, -0.12, -0.09, 0.04, -0.10, -0.14, -0.54, 0.06, -0.12, 0.13, 0.13, 0.14, 0.11, 0.11, 0.11, 0.10, 0.10, 0.14, 0.13, 0.14, 0.14, 0.19, 0.17, 0.14, 0.14, 0.14, 0.14]
}

***

[2]
{
  "formula": "C11H15N2",
  "method": "wB97M-V/def2-TZVPD",
  "total_charge": 1,
  "lumo_energy_ev": -3.08,
  "symbols": ["C", "C", "C", "C", "C", "C", "C", "C", "N", "C", "C", "N", "C", "H", "H", "H", "H", "H", "H", "H", "H", "H", "H", "H", "H", "H", "H", "H"],
  "positions_angstrom": [[0.107, -2.142, 0.485], [-0.360, -0.751, 0.856], [-1.660, -0.824, 1.535], [-2.435, 0.236, 1.580], [-2.170, 1.441, 0.880], [-1.265, 1.460, -0.059], [-0.361, 0.306, -0.332], [-0.868, -0.442, -1.679], [1.079, 0.736, -0.440], [1.613, 1.574, 0.435], [2.865, 1.930, 0.056], [3.107, 1.186, -1.081], [1.998, 0.555, -1.401], [-0.320, -2.711, -0.279], [-0.065, -2.708, 1.384], [1.352, -2.224, 0.483], [0.381, -0.422, 1.547], [-1.785, -1.732, 2.047], [-3.453, 0.209, 2.142], [-2.735, 2.382, 1.258], [-0.850, 2.338, -0.656], [-0.048, -1.102, -1.947], [-1.347, 0.175, -2.351], [-1.593, -1.071, -1.383], [1.206, 1.991, 1.391], [3.572, 2.611, 0.540], [3.782, 1.568, -1.761], [1.811, -0.014, -2.270]],
  "lowdin_charge": [-0.06, -0.31, -0.05, -0.09, -0.09, -0.06, -0.31, 0.05, 0.03, -0.07, -0.01, 0.12, -0.02, 0.06, 0.07, 0.15, 0.13, 0.11, 0.15, 0.16, 0.15, 0.08, 0.07, 0.05, 0.18, 0.15, 0.20, 0.15]
}

***

[3]
{
  "formula": "C19H29GdO",
  "method": "wB97M-V/def2-TZVPD",
  "s2": 15.964,
  "multiplicity": 8,
  "total_charge": -2,
  "lumo_energy_ev": [4.81, 4.83],
  "symbols": ["Gd", "C", "C", "C", "H", "C", "C", "H", "H", "H", "H", "C", "C", "C", "H", "C", "C", "H", "H", "H", "H", "O", "C", "C", "C", "C", "C", "H", "H", "H", "H", "H", "H", "H", "H", "H", "H", "C", "C", "C", "C", "H", "H", "H", "H", "H", "H", "H", "H", "H"],
  "positions_angstrom": [[0.173, 0.011, 0.560], [-2.123, 0.933, 1.402], [-1.183, 2.004, 1.541], [-0.811, 2.439, 0.231], [-0.809, 2.418, 2.478], [-1.520, 1.643, -0.719], [-2.336, 0.722, 0.010], [-3.041, 0.010, -0.417], [-2.601, 0.383, 2.214], [-0.149, 3.275, -0.004], [-1.478, 1.765, -1.802], [0.510, -2.573, -0.283], [-0.870, -2.264, -0.496], [-0.940, -1.366, -1.604], [-1.714, -2.696, 0.042], [0.379, -1.080, -2.044], [1.285, -1.834, -1.236], [2.366, -1.895, -1.376], [0.899, -3.309, 0.419], [-1.849, -1.013, -2.088], [0.648, -0.471, -2.906], [1.784, 1.286, 0.929], [2.616, 2.082, -2.461], [3.058, 2.555, -1.122], [1.414, 2.644, -3.089], [3.307, 0.984, -3.147], [2.810, 2.112, 0.450], [2.790, 3.628, -1.101], [4.164, 2.496, -1.162], [3.754, 1.648, 0.790], [2.708, 3.069, 0.993], [1.660, 3.137, -4.048], [0.936, 3.384, -2.440], [0.665, 1.869, -3.332], [3.953, 1.355, -3.965], [2.594, 0.287, -3.619], [3.943, 0.412, -2.459], [0.821, -1.493, 5.182], [1.119, -1.540, 3.679], [1.027, -2.971, 3.135], [0.256, -0.531, 2.966], [-0.243, -1.671, 5.378], [1.071, -0.509, 5.588], [1.405, -2.246, 5.723], [2.162, -1.214, 3.527], [0.000, -3.270, 2.892], [1.635, -3.086, 2.230], [1.423, -3.681, 3.874], [0.555, 0.491, 3.262], [-0.813, -0.683, 3.170]],
  "lowdin_charge": [1.44, -0.25, -0.24, -0.21, 0.09, -0.21, -0.26, 0.08, 0.08, 0.10, 0.09, -0.25, -0.25, -0.25, 0.08, -0.20, -0.21, 0.09, 0.06, 0.08, 0.07, -0.47, -0.47, -0.24, -0.20, -0.20, -0.33, 0.06, 0.06, 0.06, 0.06, 0.03, 0.05, 0.03, 0.02, 0.04, 0.06, -0.13, -0.54, -0.11, -0.27, 0.07, 0.06, 0.05, 0.12, 0.08, 0.05, 0.06, 0.03, 0.02]
}

***

[4]
{
  "formula": "C7H16O6",
  "method": "wB97M-V/def2-TZVPD",
  "lumo_energy_ev": [-1.00, -1.80],
  "symbols": ["H", "O", "O", "O", "O", "C", "C", "C", "O", "O", "C", "C", "C", "C", "H", "H", "H", "H", "H", "H", "H", "H", "H", "H", "H", "H", "H", "H", "H"],
  "positions_angstrom": [[3.026, 1.460, 0.515], [2.905, 2.422, 0.517], [1.393, 2.380, 0.053], [0.981, 1.438, -0.668], [1.428, 0.044, 1.461], [0.595, 0.483, 2.261], [1.560, 0.539, 3.718], [0.820, 1.171, 4.844], [1.919, -0.746, 4.052], [-0.572, -0.238, 2.548], [-1.292, -0.436, 1.318], [-2.337, -1.511, 1.557], [-3.188, -1.630, 0.318], [-4.253, -2.700, 0.475], [0.333, 1.568, 2.397], [2.323, 1.221, 3.305], [0.561, 2.202, 4.619], [-0.083, 0.585, 5.051], [1.482, 1.126, 5.708], [1.406, -1.334, 3.452], [-1.735, 0.512, 0.943], [-0.576, -0.770, 0.559], [-1.783, -2.443, 1.740], [-2.935, -1.280, 2.453], [-3.632, -0.648, 0.117], [-2.515, -1.863, -0.517], [-4.891, -2.709, -0.407], [-3.787, -3.683, 0.595], [-4.857, -2.493, 1.363]],
  "lowdin_charge": [0.06, 0.00, -0.11, 0.03, 0.06, -0.51, -0.32, -0.04, 0.02, -0.07, -0.21, -0.20, -0.29, -0.11, 0.18, 0.15, 0.09, 0.10, 0.10, 0.13, 0.14, 0.12, 0.13, 0.13, 0.11, 0.12, 0.07, 0.08, 0.07]
}